C3H10O3 | ωB97M-V/def2-TZVPD

XYZ file:
```
16
C3H10O3 | the Open Molecules 2025 dataset | ωB97M-V/def2-TZVPD
O 2.917 -1.157 0.326
C 1.980 -1.907 0.688
C 0.605 -1.394 0.348
C -0.331 -1.619 1.537
H 2.156 -2.771 1.507
H 0.878 -0.290 0.172
H 0.195 -1.905 -0.588
H -0.834 -0.640 1.765
H -1.040 -2.503 1.515
H 0.325 -1.708 2.459
H -2.655 2.429 -3.764
H -1.995 2.496 -5.053
O -2.192 1.893 -4.379
H -0.760 3.389 1.153
H 0.585 2.507 0.812
O 0.166 3.181 1.502
```

M = 94.11 g/mol
HOMO-LUMO gap = 10.357 eV
SMILES = CCC=O.O.O
Charge = 0
Energy above the lowest of the compared OMol25 structures with the same formula, charge and spin = 36.9 kcal per mole

C17H25F3NO4S2Sr | ωB97M-V/def2-TZVPD

XYZ file:
```
53
C17H25F3NO4S2Sr | the Open Molecules 2025 dataset | ωB97M-V/def2-TZVPD
Sr -0.447 0.062 -0.066
C -0.901 -4.640 0.970
C -0.503 -3.532 1.939
C -1.716 -2.643 2.236
C 0.650 -2.679 1.449
C 1.290 -2.879 0.219
C 2.424 -2.159 -0.121
C 2.962 -1.211 0.745
C 4.255 -0.534 0.413
C 2.327 -0.993 1.968
C 1.194 -1.720 2.322
H -1.669 -5.266 1.417
H -0.048 -5.273 0.746
H -1.292 -4.213 0.048
H -0.189 -4.001 2.882
H -1.944 -2.038 1.324
H -1.516 -1.974 3.073
H -2.578 -3.262 2.481
H 0.962 -3.661 -0.448
H 2.927 -2.366 -1.056
H 5.088 -1.164 0.732
H 4.340 0.425 0.920
H 4.342 -0.389 -0.660
H 2.779 -0.330 2.698
H 0.819 -1.653 3.341
F -0.918 -2.644 -2.178
C -0.686 -1.836 -3.237
F 0.384 -2.301 -3.868
F -1.734 -1.925 -4.046
S -0.454 -0.114 -2.595
O -1.642 0.012 -1.767
O -0.352 0.763 -3.710
O 0.733 -0.252 -1.769
O -0.492 2.157 0.029
S -0.313 2.338 -1.459
C -1.956 2.785 -2.109
C -1.980 4.279 -2.384
C -0.545 4.675 -2.716
C 0.280 4.067 -1.602
H -2.708 2.452 -1.396
H -2.049 2.204 -3.025
H -2.315 4.818 -1.493
H -2.663 4.518 -3.198
H -0.417 5.758 -2.763
H -0.246 4.250 -3.678
H 0.083 4.552 -0.647
H 1.350 4.048 -1.795
C -0.831 2.627 3.935
C -0.809 1.507 3.059
N -0.779 0.594 2.363
H -0.799 2.301 4.975
H -1.740 3.205 3.766
H 0.037 3.255 3.736
```

M = 516.14 g/mol
HOMO-LUMO gap = 9.280 eV
Charge = +1
Energy above the lowest of the compared OMol25 structures with the same formula, charge and spin = 102.3 kcal per mole

Number 1: total energy -345.95570 a.u.. Number 2: total energy -2144.98347 a.u..